[1]
The following is a quantum chemistry calculation of a structure of composition C41H47GaN3PS2Si2, from OMol25.

## Properties
Kohn-Sham gap: 7.058 eV
strongest force on any atom: 3.12 eV/Å
DFT total energy: -146839.88097 eV

Last column: Mulliken charge in e.
CARTESIAN COORDINATES (ANGSTROEM)
1 Ga -0.321 0.770 -0.266  -2.0062
2 S -1.945 -3.498 -1.459  -0.3284
3 C -2.745 -2.131 -2.007  -0.4409
4 C -2.291 -0.997 -1.446  -0.6568
5 C -1.181 -1.158 -0.497  0.7748
6 C -1.075 -2.557 -0.268  1.0456
7 C -0.646 -3.271 0.903  0.7166
8 C -0.511 -4.695 0.847  -0.7982
9 C -0.167 -5.419 1.972  -0.8282
10 C -0.032 -4.706 3.168  -0.5516
11 C -0.205 -3.298 3.183  -0.4171
12 N -0.516 -2.584 2.110  -0.0596
13 H -3.589 -2.176 -2.785  0.3316
14 H -2.660 -0.038 -1.770  0.1884
15 H -0.610 -5.195 -0.130  0.2556
16 H -0.254 -6.520 2.042  0.3890
17 H 0.268 -5.128 4.135  0.3655
18 H -0.040 -2.743 4.094  0.4212
19 C 3.951 -3.811 -4.167  -0.4552
20 C 4.320 -2.528 -3.743  -0.8468
21 C 3.627 -1.833 -2.787  -0.3740
22 C 2.749 -2.533 -1.901  0.5431
23 C 2.422 -3.869 -2.327  -0.4854
24 C 2.944 -4.435 -3.436  -0.4271
25 P 2.289 -1.902 -0.274  0.9868
26 C 3.426 -2.523 1.074  0.3750
27 C 4.225 -3.661 0.831  -0.5832
28 C 4.740 -4.325 1.910  -0.4686
29 C 4.450 -3.949 3.217  -0.5778
30 C 3.799 -2.741 3.463  -0.6744
31 C 3.354 -2.026 2.374  -0.1573
32 C 2.639 -0.099 -0.376  -0.4885
33 C 4.033 0.102 -0.122  -0.3766
34 C 4.486 1.376 0.273  -1.1391
35 C 3.628 2.450 0.118  -1.1635
36 C 2.309 2.258 -0.250  -0.2513
37 C 1.719 0.962 -0.436  1.2154
38 H 4.461 -4.280 -4.983  0.4305
39 H 5.102 -2.047 -4.372  0.3039
40 H 3.577 -0.750 -2.880  0.2085
41 H 1.788 -4.463 -1.747  0.4604
42 H 2.567 -5.422 -3.771  0.3297
43 H 4.470 -3.943 -0.204  0.3153
44 H 5.271 -5.264 1.719  0.3289
45 H 4.646 -4.606 4.029  0.4078
46 H 3.608 -2.483 4.477  0.4644
47 H 2.909 -1.005 2.534  0.2308
48 H 4.697 -0.715 -0.201  0.6082
49 H 5.550 1.479 0.435  0.3554
50 H 4.035 3.409 0.178  0.5261
51 H 1.650 3.135 -0.395  0.2409
52 C -0.777 2.972 -4.673  -1.3813
53 Si 0.216 2.319 -3.225  0.7815
54 C 1.552 3.674 -3.009  -1.2287
55 C 0.742 0.624 -3.811  -0.7997
56 C -0.918 2.020 -1.758  1.1557
57 Si -1.771 3.572 -1.034  0.5086
58 C -2.384 4.756 -2.439  -1.2162
59 C -0.400 4.702 -0.193  -1.3159
60 C -3.069 3.059 0.188  -0.7854
61 H -0.283 2.591 -5.577  0.3528
62 H -0.892 4.074 -4.697  0.2842
63 H -1.747 2.505 -4.524  0.3040
64 H 1.479 4.249 -3.912  0.5283
65 H 2.590 3.329 -2.892  0.3868
66 H 1.371 4.401 -2.187  0.3077
67 H 1.447 0.151 -3.130  -0.0925
68 H 1.297 0.660 -4.788  0.4609
69 H -0.145 -0.071 -3.990  0.2285
70 H -1.810 1.597 -2.339  -0.1054
71 H -1.507 5.382 -2.777  0.2317
72 H -3.169 5.422 -2.006  0.3310
73 H -2.825 4.232 -3.243  0.4007
74 H 0.285 5.051 -0.944  0.4087
75 H 0.123 4.160 0.585  0.3064
76 H -0.822 5.503 0.410  0.5761
77 H -3.894 3.755 0.065  0.5892
78 H -2.769 3.113 1.233  -0.0919
79 H -3.367 2.008 -0.128  0.2001
80 N -2.518 -0.281 2.782  -0.1450
81 C -2.082 0.996 2.811  0.2244
82 S -0.477 1.404 2.244  -0.3260
83 N -2.836 2.007 3.245  -0.0227
84 C -4.210 1.933 3.720  0.3852
85 C -4.668 0.802 4.403  -0.4342
86 C -6.034 0.759 4.741  -0.5034
87 C -6.957 1.714 4.319  -0.4886
88 C -6.491 2.833 3.653  -0.4894
89 C -5.111 2.990 3.371  -0.3951
90 H -1.904 -1.010 2.416  -0.0505
91 H -3.499 -0.429 2.649  0.3755
92 H -2.309 2.816 3.487  0.4263
93 H -4.000 0.006 4.762  0.4876
94 H -6.433 -0.089 5.292  0.3574
95 H -8.012 1.606 4.597  0.3642
96 H -7.186 3.668 3.444  0.3295
97 H -4.747 3.851 2.775  0.3148

---

[2]
The following is a quantum chemistry calculation of a structure of composition C4H11O3, from OMol25.

## Properties
ΔE to the lowest compared entry with this formula, charge and spin: 104.61 kJ/mol
Kohn-Sham gap: 7.716 eV
strongest force on any atom: 1.95 eV/Å
DFT total energy: -10468.59517 eV
net charge: -1

Last column: Mulliken charge in e.
CARTESIAN COORDINATES (ANGSTROEM)
1 C -1.056 0.579 -1.236  -0.6046
2 C -0.546 1.430 -0.074  -0.6081
3 C -0.613 0.732 1.329  -0.5755
4 O 0.441 -0.129 1.584  -0.7765
5 C -0.315 -0.778 -1.459  -0.4207
6 O 0.710 -1.001 -0.549  -0.7191
7 H -2.084 0.254 -1.015  0.2232
8 H -1.125 1.173 -2.150  0.3528
9 H -1.073 2.369 0.072  0.4224
10 H 0.517 1.631 -0.219  0.2339
11 H -0.614 1.541 2.079  0.2962
12 H -1.560 0.153 1.363  0.2268
13 H 0.158 -0.751 -2.454  0.2388
14 H -1.011 -1.623 -1.356  0.1977
15 H 0.394 -0.828 0.561  0.4910
16 H 2.615 -2.394 1.188  0.2810
17 H 2.279 -0.886 0.943  0.4101
18 O 2.884 -1.472 1.393  -0.6691

---

[3]
The following is a quantum chemistry calculation of a cluster of 5 separate species, C5H21N2O5 in total, from OMol25.

## Properties
ΔE to the lowest compared entry with this formula, charge and spin: 50.02 kJ/mol
Kohn-Sham gap: 8.355 eV
strongest force on any atom: 1.85 eV/Å
DFT total energy: -18744.62944 eV
net charge: -1

Last column: Mulliken charge in e.
CARTESIAN COORDINATES (ANGSTROEM)
1 C -0.038 1.027 0.667  -1.2006
2 N 0.221 1.899 -0.459  -0.5858
3 C -0.131 -0.520 0.538  0.8523
4 C -0.186 -1.053 1.989  -0.6621
5 C 1.203 -1.048 2.704  -1.1895
6 N -1.340 -0.960 -0.158  -0.3139
7 C -1.220 -0.637 -1.594  -0.3440
8 O -0.109 -1.167 -2.189  -0.6351
9 H 0.718 1.173 1.444  0.1288
10 H -0.978 1.398 1.117  0.4535
11 H 1.005 1.617 -1.025  0.3600
12 H -0.597 2.073 -1.041  0.3119
13 H 0.778 -0.863 0.030  -0.1573
14 H -0.810 -0.365 2.519  0.2682
15 H -0.565 -2.064 2.049  0.4342
16 H 1.317 -0.091 3.214  0.3170
17 H 1.331 -1.916 3.344  0.3632
18 H 2.030 -1.124 2.008  0.2915
19 H -1.378 -1.961 -0.066  0.2358
20 H -1.273 0.460 -1.668  0.2101
21 H -2.065 -1.116 -2.084  0.3280
22 H 1.532 2.780 2.630  0.3420
23 H 0.077 3.241 2.282  0.3574
24 O 0.682 3.079 3.015  -0.6537
25 H 0.747 -0.455 -2.225  0.3262
26 H 1.783 0.737 -3.243  0.1545
27 O 1.719 0.509 -2.299  -0.9901
28 H 2.475 -1.340 -1.968  0.4072
29 H 2.034 -2.685 -1.386  0.3104
30 O 2.793 -2.243 -1.778  -0.7025
31 H -3.301 -0.079 -0.080  0.3754
32 H -3.442 1.444 -0.222  0.2972
33 O -3.936 0.653 -0.023  -0.6903

---

[4]
The following is a quantum chemistry calculation of a structure of composition Cr2I4N6O18, from OMol25.

## Properties
⟨S²⟩: 20.02
Kohn-Sham gap (spin up / spin down): 3.997 / 3.979 eV
strongest force on any atom: 9.27 eV/Å
spin multiplicity: 9
DFT total energy: -135006.10138 eV
net charge: -6

Last column: Mulliken charge in e.
CARTESIAN COORDINATES (ANGSTROEM)
1 Cr -3.548 0.615 -2.513  1.0310
2 Cr 0.653 0.244 0.896  0.8239
3 I -1.362 0.534 -0.939  0.0997
4 I -3.403 3.816 -3.187  -0.8801
5 I -5.584 0.469 -0.477  -0.6437
6 I -3.294 -3.446 -2.348  -1.0138
7 N -0.371 -2.313 2.680  0.8541
8 O -0.812 -2.143 3.912  -0.7893
9 O -0.137 -1.339 2.063  -0.4260
10 O -0.074 -3.348 2.207  -0.6094
11 N -0.313 2.809 2.833  0.8103
12 O -1.362 3.473 2.683  -0.6265
13 O -0.226 1.665 2.239  -0.4241
14 O 0.664 3.412 3.351  -0.6570
15 N 3.357 1.929 -0.356  0.7998
16 O 4.036 1.217 -1.249  -0.6456
17 O 2.188 1.504 -0.298  -0.3021
18 O 3.845 2.839 0.224  -0.6687
19 N -4.078 -0.150 -5.743  0.7933
20 O -3.292 0.275 -6.599  -0.6370
21 O -3.860 0.051 -4.540  -0.5972
22 O -5.173 -0.536 -6.105  -0.6370
23 N 2.704 -0.760 3.063  0.8639
24 O 2.362 0.009 2.269  -0.2895
25 O 3.212 -0.413 4.109  -0.7951
26 O 2.543 -2.035 2.884  -0.5877
27 N 2.806 -2.080 -0.231  0.7213
28 O 1.798 -1.564 -0.049  -0.1818
29 O 3.254 -2.961 0.564  -0.6551
30 O 3.465 -1.774 -1.340  -0.7305

---

[5]
The following is a quantum chemistry calculation of an isolated molecule of C17H26N4O3, from OMol25.

## Properties
ΔE to the lowest compared entry with this formula, charge and spin: 198.82 kJ/mol
Kohn-Sham gap: 9.481 eV
SMILES: CN1CCCC[C@@H]1C(=O)N(CCC(=O)NCc1ncco1)C1CC1
strongest force on any atom: 0.45 eV/Å
DFT total energy: -30153.58907 eV

Last column: Mulliken charge in e.
CARTESIAN COORDINATES (ANGSTROEM)
1 C -2.294 -3.158 1.173  -0.9858
2 N -0.929 -3.290 0.700  -0.0866
3 C -0.659 -4.669 0.318  -0.5935
4 C 0.795 -4.870 -0.075  -0.7425
5 C 1.166 -3.929 -1.213  -0.8326
6 C 0.828 -2.497 -0.822  -1.0750
7 C -0.642 -2.379 -0.395  0.6797
8 C -0.828 -0.923 0.029  -0.0920
9 O -0.486 -0.543 1.136  -0.6714
10 N -1.204 -0.018 -0.931  0.4106
11 C -1.034 1.390 -0.577  -1.1264
12 C 0.440 1.798 -0.591  -0.3454
13 C 0.562 3.229 -0.119  0.4152
14 O 0.275 4.173 -0.833  -0.6676
15 N 0.954 3.373 1.177  -0.1385
16 C 1.082 4.671 1.801  -0.7012
17 C 2.497 5.019 2.119  0.6463
18 N 3.007 5.271 3.275  -0.5834
19 C 4.348 5.535 3.013  -0.2776
20 C 4.564 5.418 1.691  -0.2400
21 O 3.379 5.087 1.098  -0.2721
22 C -1.935 -0.302 -2.135  -0.0220
23 C -3.075 -1.275 -2.145  -0.4534
24 C -3.344 0.198 -2.275  -0.6931
25 H -2.481 -2.137 1.501  0.2552
26 H -3.036 -3.433 0.403  0.2841
27 H -2.445 -3.817 2.029  0.3914
28 H -0.914 -5.306 1.168  0.4343
29 H -1.312 -4.978 -0.522  0.3594
30 H 1.426 -4.666 0.793  0.3382
31 H 0.954 -5.912 -0.363  0.3766
32 H 2.225 -4.014 -1.463  0.3713
33 H 0.602 -4.204 -2.112  0.3362
34 H 1.446 -2.181 0.023  0.3897
35 H 1.017 -1.809 -1.650  0.3208
36 H -1.266 -2.611 -1.270  0.2991
37 H -1.589 1.991 -1.295  0.6112
38 H -1.452 1.564 0.417  0.3260
39 H 1.003 1.117 0.047  0.3136
40 H 0.831 1.744 -1.607  0.2288
41 H 1.161 2.548 1.715  0.2272
42 H 0.668 5.395 1.099  0.3568
43 H 0.519 4.719 2.731  0.2881
44 H 5.043 5.784 3.795  0.3757
45 H 5.418 5.524 1.048  0.3860
46 H -1.338 -0.271 -3.041  0.1959
47 H -3.183 -1.909 -3.013  0.2771
48 H -3.348 -1.733 -1.206  0.1526
49 H -3.773 0.691 -1.413  0.2810
50 H -3.643 0.598 -3.233  0.2721